Entry 1:
The following is a DFT calculation (ωB97M-V/def2-TZVPD) of a molecular structure, C36H39BrClN7O3ReS.

Summary:
HOMO level (alpha / beta)	-0.4619 / -0.4585	hartree
HOMO-LUMO gap (alpha / beta)	6.19 / 5.38	eV
LUMO energy (alpha / beta)	-6.380 / -7.094	eV

Structure (ORCA input):
```
! wB97M-V def2-TZVPD RIJCOSX def2/J DEFGRID3
* xyz 2 4
Re -1.013 0.306 -0.584
Br -2.779 -3.502 6.812
C -2.390 -1.678 6.650
C -3.131 -0.753 7.383
C -2.844 0.592 7.267
C -1.836 0.991 6.391
C -1.070 0.064 5.669
C -1.354 -1.277 5.806
N -1.582 2.363 6.300
N -0.857 2.879 5.456
C -0.734 2.677 4.135
C 0.494 3.105 3.583
C 0.884 2.775 2.311
C 0.027 1.991 1.519
O 0.339 1.590 0.346
C -1.296 1.667 2.023
N -2.078 0.982 1.156
C -3.320 0.693 1.503
C -3.851 1.085 2.736
C -3.055 1.743 3.638
C -1.717 2.023 3.302
H -3.915 -1.090 8.045
H -3.386 1.335 7.835
H -0.268 0.383 5.018
H -0.784 -2.015 5.263
H 1.158 3.656 4.236
H 1.849 3.061 1.923
H -3.907 0.138 0.784
H -4.881 0.860 2.967
H -3.467 2.052 4.587
C -2.025 4.030 -2.616
C -3.174 3.707 -3.326
C -3.678 2.424 -3.240
C -3.026 1.486 -2.448
N -1.914 1.812 -1.757
C -1.425 3.059 -1.842
C -3.446 0.083 -2.302
C -4.553 -0.469 -2.935
C -4.836 -1.811 -2.755
C -4.003 -2.570 -1.947
C -2.921 -1.966 -1.340
N -2.649 -0.662 -1.506
H -1.595 5.019 -2.659
H -3.667 4.446 -3.941
H -4.566 2.150 -3.789
H -0.528 3.251 -1.269
H -5.181 0.140 -3.566
H -5.692 -2.257 -3.242
H -4.182 -3.622 -1.782
H -2.239 -2.501 -0.695
C 6.400 -2.947 -2.587
C 5.323 -3.855 -3.167
C 3.954 -3.185 -3.259
C 3.379 -2.861 -1.885
N 2.085 -2.187 -1.980
C 1.838 -0.880 -1.932
S 0.251 -0.389 -2.487
N 2.747 -0.019 -1.519
C 2.691 1.442 -1.598
C 3.843 2.023 -2.414
C 3.629 2.052 -3.927
C 3.608 0.689 -4.603
H 7.391 -3.380 -2.712
H 6.269 -2.772 -1.519
H 6.405 -1.977 -3.090
H 5.242 -4.768 -2.573
H 5.617 -4.175 -4.167
H 3.251 -3.830 -3.791
H 4.030 -2.259 -3.835
H 4.070 -2.245 -1.311
H 3.233 -3.768 -1.294
H 1.313 -2.728 -2.342
H 3.617 -0.396 -1.171
H 2.709 1.823 -0.576
H 1.723 1.706 -2.026
H 4.764 1.480 -2.178
H 4.009 3.041 -2.056
H 4.428 2.651 -4.367
H 2.700 2.588 -4.148
H 4.526 0.137 -4.392
H 3.533 0.794 -5.684
H 2.762 0.080 -4.287
Cl -2.595 -2.872 2.380
C -0.818 -2.936 2.160
C -0.376 -1.550 1.732
O -0.018 -0.719 2.545
O -0.476 -1.358 0.445
H -0.619 -3.689 1.402
H -0.371 -3.207 3.113
*
```

=====

Entry 2:
The following is a DFT calculation (ωB97M-V/def2-TZVPD) of 4 unconnected molecules or ions with the total composition C46H80BIN2O2S.

Summary:
HOMO level	-0.2897	hartree
HOMO-LUMO gap	8.18	eV
LUMO energy	0.298	eV

Structure (ORCA input):
```
! wB97M-V def2-TZVPD RIJCOSX def2/J DEFGRID3
* xyz 0 1
C 1.989 -1.293 -0.943
C 1.443 -0.139 -0.580
C -0.008 0.079 -0.382
C -0.943 -0.522 -1.220
C -2.303 -0.290 -1.015
C -3.332 -0.900 -1.921
C -3.505 -0.147 -3.275
O -2.586 0.920 -3.419
C -2.690 0.518 0.045
C -1.770 1.132 0.890
C -0.421 0.914 0.669
S 0.754 1.724 1.713
C -0.166 1.809 3.241
C 0.515 1.797 4.473
C 2.005 1.671 4.575
I 2.920 3.471 3.717
C 2.546 0.340 3.972
C 3.868 0.391 3.222
C -0.254 1.920 5.639
B 0.352 1.960 7.103
O 0.567 0.808 7.792
N 0.658 3.219 7.819
C 2.062 3.615 7.640
C -0.170 4.344 7.371
C -1.645 2.000 5.561
C -2.308 2.002 4.344
C -3.818 2.104 4.335
C -4.453 1.086 5.320
C -5.103 1.750 6.561
C -4.660 1.146 7.901
C -4.129 2.193 8.909
C -1.556 1.916 3.162
N -2.287 1.981 1.924
C -2.330 3.369 1.508
C -3.375 3.921 0.925
H 3.036 -1.482 -0.758
H 1.440 -2.083 -1.436
H 2.097 0.709 -0.419
H -0.665 -1.152 -2.051
H -4.291 -0.910 -1.405
H -3.077 -1.931 -2.156
H -3.328 -0.823 -4.108
H -4.528 0.206 -3.395
H -3.007 1.758 -3.220
H -3.749 0.668 0.209
H 2.341 1.690 5.604
H 2.712 -0.314 4.830
H 1.775 -0.129 3.375
H 4.651 0.893 3.781
H 3.741 0.807 2.226
H 4.201 -0.639 3.083
H 0.817 1.053 8.692
H 2.749 2.853 8.003
H 2.251 4.506 8.240
H 2.284 3.896 6.609
H 0.085 5.209 7.985
H -1.230 4.156 7.512
H 0.014 4.635 6.331
H -2.214 2.081 6.478
H -4.127 3.122 4.569
H -4.180 1.891 3.337
H -3.746 0.312 5.599
H -5.235 0.578 4.756
H -6.183 1.702 6.447
H -4.821 2.801 6.551
H -3.898 0.379 7.773
H -5.496 0.651 8.392
H -3.802 3.082 8.375
H -3.307 1.800 9.499
H -4.923 2.502 9.584
H -1.445 3.952 1.734
H -4.254 3.368 0.632
H -3.360 4.985 0.752
C 2.355 0.759 -8.918
C 1.697 -0.266 -8.000
C 0.265 0.093 -7.609
C 0.121 1.395 -6.822
C 0.929 1.451 -5.526
C 0.524 0.386 -4.511
H 2.459 1.730 -8.431
H 3.355 0.429 -9.207
H 1.772 0.895 -9.832
H 2.310 -0.402 -7.104
H 1.682 -1.233 -8.510
H -0.160 -0.732 -7.030
H -0.344 0.165 -8.516
H -0.937 1.543 -6.587
H 0.408 2.240 -7.455
H 0.786 2.437 -5.075
H 1.998 1.365 -5.740
H -0.523 0.437 -4.220
H 1.109 0.518 -3.598
H 0.725 -0.619 -4.891
C -2.901 -6.265 2.279
C -3.918 -5.129 2.225
C -3.604 -4.083 1.157
C -2.278 -3.346 1.345
C -2.128 -2.617 2.679
C -3.166 -1.518 2.888
H -1.909 -5.906 2.554
H -3.197 -7.010 3.019
H -2.827 -6.767 1.312
H -3.992 -4.656 3.208
H -4.905 -5.551 2.014
H -4.423 -3.357 1.122
H -3.595 -4.569 0.176
H -2.167 -2.620 0.533
H -1.448 -4.050 1.231
H -1.131 -2.169 2.714
H -2.172 -3.327 3.510
H -3.113 -0.793 2.075
H -2.980 -0.991 3.824
H -4.181 -1.918 2.931
C 4.635 -2.538 -5.920
C 4.816 -2.843 -7.405
C 6.209 -3.360 -7.757
C 7.349 -2.383 -7.468
C 7.226 -1.028 -8.164
C 7.233 -1.123 -9.687
H 5.298 -1.737 -5.588
H 3.611 -2.221 -5.716
H 4.838 -3.423 -5.313
H 4.584 -1.949 -7.992
H 4.083 -3.599 -7.697
H 6.225 -3.638 -8.815
H 6.396 -4.286 -7.203
H 8.291 -2.852 -7.767
H 7.426 -2.220 -6.389
H 8.064 -0.402 -7.847
H 6.319 -0.513 -7.833
H 8.141 -1.614 -10.042
H 7.195 -0.128 -10.133
H 6.374 -1.682 -10.060
*
```

=====

One value per record, in order, for max |F|: 0.45, 1.34 eV Å⁻¹.